{
  "formula": "C26H44F3N3O3ReSSbSe4Si",
  "method": "wB97M-V/def2-TZVPD",
  "spin_multiplicity": 1,
  "total_charge": 2,
  "orbital_gap_ha": 0.2321,
  "symbols": ["Re", "Se", "Sb", "Se", "Se", "Se", "F", "C", "F", "F", "C", "C", "C", "C", "C", "C", "C", "C", "H", "H", "H", "H", "C", "C", "C", "C", "O", "Si", "S", "O", "C", "C", "C", "C", "O", "C", "C", "C", "C", "H", "H", "H", "H", "H", "H", "H", "H", "H", "H", "H", "H", "H", "H", "H", "H", "H", "H", "H", "H", "H", "H", "H", "H", "H", "H", "H", "C", "N", "C", "C", "N", "N", "C", "C", "H", "H", "H", "H", "H", "H", "H", "H", "H", "H", "H", "H", "H"],
  "positions_angstrom": [[-1.88, -0.77, 0.56], [-1.51, -4.59, 1.87], [-3.84, -2.62, 3.15], [-3.34, -0.22, 2.45], [-2.98, -3.10, 0.71], [-1.42, -3.23, 3.79], [-3.15, -1.53, -8.86], [-3.25, -2.59, -8.06], [-4.47, -3.13, -8.24], [-2.35, -3.50, -8.47], [-3.03, -2.24, -6.61], [-3.11, -3.27, -5.66], [-2.91, -2.98, -4.33], [-2.63, -1.67, -3.93], [-2.56, -0.65, -4.88], [-2.76, -0.94, -6.22], [-2.41, -1.37, -2.54], [-2.21, -1.13, -1.36], [-3.33, -4.28, -5.98], [-2.95, -3.77, -3.59], [-2.35, 0.36, -4.56], [-2.71, -0.16, -6.97], [1.67, 1.42, -1.13], [3.09, 0.89, -1.02], [4.06, 1.95, -0.54], [3.55, 0.23, -2.30], [3.06, -0.21, -0.02], [2.88, -0.28, 1.53], [0.11, -1.05, 1.09], [2.53, 1.04, 2.33], [2.45, 1.33, 3.79], [1.30, 0.51, 4.35], [3.78, 0.97, 4.43], [2.18, 2.82, 3.86], [3.24, -1.57, 2.33], [3.62, -2.99, 2.08], [3.42, -3.30, 0.61], [5.07, -3.11, 2.50], [2.69, -3.80, 2.96], [1.63, 2.20, -1.88], [1.35, 1.84, -0.17], [0.98, 0.62, -1.42], [4.14, 2.73, -1.30], [5.05, 1.52, -0.40], [3.72, 2.41, 0.39], [3.57, 0.96, -3.11], [2.87, -0.57, -2.59], [4.55, -0.18, -2.18], [1.50, -0.56, 4.25], [0.37, 0.74, 3.83], [1.17, 0.74, 5.41], [3.98, -0.10, 4.35], [3.76, 1.24, 5.48], [4.59, 1.53, 3.96], [1.26, 3.07, 3.34], [3.00, 3.38, 3.41], [2.09, 3.12, 4.90], [4.07, -2.68, -0.02], [2.38, -3.15, 0.31], [3.68, -4.35, 0.43], [5.71, -2.48, 1.89], [5.40, -4.14, 2.39], [5.19, -2.82, 3.55], [1.65, -3.63, 2.67], [2.81, -3.53, 4.00], [2.92, -4.86, 2.85], [-4.91, 0.99, -0.52], [-4.27, 2.03, 0.27], [-5.14, 2.72, 1.22], [-2.94, 2.23, 0.24], [-2.08, 1.23, -0.01], [-2.46, 3.47, 0.44], [-1.06, 3.66, 0.78], [-3.20, 4.67, 0.05], [-5.85, 1.38, -0.89], [-5.11, 0.09, 0.07], [-4.28, 0.72, -1.37], [-5.57, 1.99, 1.90], [-5.95, 3.23, 0.69], [-4.58, 3.45, 1.79], [-1.29, 1.54, -0.56], [-0.72, 2.84, 1.41], [-0.96, 4.60, 1.33], [-0.43, 3.73, -0.11], [-4.12, 4.40, -0.45], [-2.58, 5.25, -0.63], [-3.42, 5.29, 0.93]],
  "lowdin_charge": [0.414, 0.083, 0.546, 0.091, 0.099, -0.042, 0.154, -0.597, 0.161, 0.160, -0.092, 0.013, -0.001, -0.243, -0.007, 0.014, -0.070, -0.322, 0.135, 0.122, 0.119, 0.127, -0.039, -0.583, -0.012, -0.009, -0.110, 0.298, 0.325, -0.103, -0.584, -0.023, -0.011, -0.012, -0.100, -0.577, -0.020, -0.007, -0.012, 0.106, 0.070, 0.077, 0.107, 0.103, 0.082, 0.104, 0.098, 0.099, 0.081, 0.079, 0.107, 0.080, 0.107, 0.102, 0.080, 0.098, 0.105, 0.090, 0.080, 0.109, 0.098, 0.106, 0.097, 0.050, 0.100, 0.108, -0.048, -0.168, -0.042, -0.460, -0.071, -0.128, -0.031, -0.018, 0.103, 0.054, 0.078, 0.082, 0.104, 0.090, 0.066, 0.084, 0.103, 0.095, 0.094, 0.104, 0.103]
}